(1)
Below is C19H30O5 in the gas phase, with properties calculated with the ωB97M-V functional and the def2-TZVPD basis.

```
54
Properties=species:S:1:pos:R:3:lowdin_charge:R:1
H 0.00 -1.90 -1.40 0.107
C 1.52 0.05 -0.75 -0.233
H -4.15 -2.64 -0.41 0.110
H -1.41 3.59 -0.66 0.115
C -1.59 -2.63 0.55 -0.201
C -3.03 2.17 -0.47 -0.186
H -2.01 -2.76 1.55 0.113
C -3.86 1.48 0.61 -0.215
H 5.72 0.82 1.68 0.101
C 3.09 -1.76 -0.22 -0.117
C -1.87 2.96 0.13 -0.276
H 3.18 -3.81 -0.79 0.090
C 2.58 1.05 -0.50 -0.112
C -0.10 -2.29 0.72 -0.178
H 4.55 -3.24 0.17 0.077
H -0.02 -1.30 1.17 0.118
C 3.85 0.66 -0.17 -0.110
H -3.21 0.87 1.23 0.101
C -3.86 -1.66 -0.02 -0.205
H 0.96 -3.30 -0.89 0.117
H 2.09 4.26 -0.34 0.098
H 0.37 -3.01 1.39 0.110
H -3.67 2.85 -1.05 0.117
C -5.02 0.65 0.07 -0.215
C 4.20 -0.77 -0.13 -0.259
H -5.66 1.30 -0.53 0.107
C 2.77 3.43 -0.17 -0.045
H -4.13 -1.63 1.04 0.113
C -4.64 -0.57 -0.77 -0.211
O 2.09 2.29 -0.66 -0.038
H -2.10 -1.52 -1.23 0.114
H -2.02 -0.56 0.24 0.091
C 5.97 1.35 0.76 -0.062
C 3.47 -3.18 0.04 -0.015
H -2.24 3.62 0.92 0.117
H -2.62 1.43 -1.16 0.104
H 2.98 -3.55 0.94 0.092
H -4.28 2.26 1.27 0.114
O 5.35 -1.15 -0.04 0.105
C -2.35 -1.51 -0.17 -0.220
H -4.08 -0.25 -1.65 0.102
O -0.90 2.15 0.73 -0.079
H 2.98 3.34 0.90 0.105
H -5.62 0.31 0.92 0.107
O 4.81 1.62 -0.02 -0.089
H 3.71 3.59 -0.71 0.095
C 1.84 -1.37 -0.53 -0.101
H -5.58 -1.00 -1.14 0.104
C 0.66 -2.29 -0.62 -0.127
H -1.70 -3.57 0.02 0.118
H 6.37 2.34 1.01 0.095
H -0.49 1.62 0.03 0.035
H 6.70 0.78 0.20 0.089
O 0.40 0.41 -1.09 0.111
```

Output
orbital gap	7.331	eV
highest occupied orbital energy	-8.7	eV
energy relative to the best compared isomer or geometry (same formula, charge and spin)	0.00	kJ/mol
energy	-1118.12871	Eh
SMILES	COC1=C(OC)C(=O)C(CCCCCCCCCCO)=C(C)C1=O

(2)
Below is a molecular structure, C19H31AsFeNO3SSbSe, with properties calculated with the ωB97M-V functional and the def2-TZVPD basis.

```
59
Properties=species:S:1:pos:R:3:lowdin_charge:R:1
H -1.17 -1.76 3.94 0.040
H -3.10 5.78 -0.32 0.080
C 1.64 -3.98 -3.06 -0.351
C 1.47 -0.25 3.99 -0.496
C -2.68 4.79 -0.46 -0.121
H -0.84 1.21 4.68 0.043
C -1.32 4.58 -0.36 -0.052
H 0.63 -0.51 4.63 0.019
H -0.86 -5.39 -1.57 -0.001
H 4.38 -1.67 -1.54 0.053
H -1.54 -1.08 1.50 0.019
N 0.60 1.33 -4.10 -0.004
O 1.47 2.40 -0.97 -0.166
H -0.13 2.59 2.63 0.046
C -0.48 -2.08 -3.65 -0.348
C -0.79 -2.35 3.11 -0.221
C -1.47 1.33 3.80 -0.197
H -0.65 5.40 -0.12 0.103
H 1.57 1.84 4.59 0.050
H -1.32 1.74 1.68 0.019
C -2.94 2.45 -0.92 -0.153
H 0.15 -2.80 3.44 0.052
H 3.06 1.23 3.90 0.054
C -1.56 2.23 -0.85 -0.610
S -1.03 0.55 -1.02 0.539
H -1.40 -1.55 -3.39 0.004
O 1.28 4.20 0.31 -0.019
C -0.60 -1.52 1.85 -0.473
H 2.13 -1.12 3.96 0.030
As 0.16 -3.10 -2.11 1.050
H -4.58 3.83 -0.82 0.084
H -0.24 -2.14 1.02 -0.005
H 3.07 -2.17 -0.41 0.047
Sb 0.80 0.15 1.94 1.384
H -1.50 -3.17 2.94 0.054
C 0.29 1.65 -5.17 -0.931
H 1.28 -4.46 -3.98 0.012
H -3.58 1.60 -1.14 0.078
H 2.62 0.79 5.55 0.050
H 0.27 -1.35 -3.93 -0.010
C -0.73 3.33 -0.56 -0.155
Se -0.21 2.14 -6.84 0.288
H 2.10 -4.74 -2.42 0.006
C -3.50 3.70 -0.74 -0.126
H -2.12 -4.22 -2.00 0.006
C 3.54 -1.33 -0.93 -0.135
H 3.88 -0.64 -0.15 0.051
H -0.66 -2.75 -4.50 0.020
H 2.38 -3.23 -3.31 0.002
C 0.79 3.30 -0.38 -0.637
C 2.22 0.96 4.54 -0.235
C -1.13 -4.59 -2.27 -0.372
O 2.77 -0.58 -3.02 -0.158
H -1.15 -4.99 -3.28 0.006
H -2.18 2.14 4.01 0.059
C 2.50 -0.62 -1.80 -0.463
C -0.66 1.64 2.55 -0.435
H -2.05 0.41 3.67 0.051
Fe 1.08 0.83 -2.14 0.473
```

Output
multiplicity	5
orbital gap (alpha / beta)	5.896 / 6.429	eV
<S²>	6.020
total charge	-2
highest occupied orbital energy (alpha / beta)	-1.3 / -1.8	eV
energy relative to the best compared isomer or geometry (same formula, charge and spin)	0.00	kJ/mol
energy	-7562.46545	Eh

(3)
Below is a molecular structure, C19H31F6NO2Si2Ta in a non-equilibrium geometry, with properties calculated with the ωB97M-V functional and the def2-TZVPD basis.

```
62
Properties=species:S:1:pos:R:3:lowdin_charge:R:1
H 1.62 -7.56 13.02 0.067
C -3.55 -8.38 12.47 -0.154
H -0.92 -7.87 15.55 0.042
O 0.19 -12.54 11.38 -0.209
H -3.21 -7.98 13.41 0.022
H 2.76 -8.74 13.82 0.029
H 0.70 -12.08 14.28 0.003
C -0.25 -13.87 11.02 -0.294
F -0.63 -15.87 12.35 0.244
C -0.02 -8.02 10.52 -0.011
H -1.79 -14.98 9.97 0.128
C 4.98 -12.95 11.99 0.060
H 3.53 -15.03 13.25 0.114
C -2.55 -9.78 10.04 -0.145
H 2.66 -14.03 14.48 0.122
H -3.17 -11.17 13.70 0.060
F 1.02 -14.69 12.88 0.126
H -1.96 -9.12 9.39 0.031
H 5.72 -13.65 12.47 0.143
C -3.22 -11.23 12.59 -0.172
C 3.60 -14.14 13.83 0.038
H -4.30 -11.20 12.29 0.086
C 3.79 -13.04 12.84 -0.256
H 4.48 -14.14 14.54 0.157
C 2.35 -9.43 9.97 -0.086
N 1.62 -9.82 11.03 -0.103
H 1.90 -7.47 14.81 0.089
C 0.77 -14.46 10.06 -0.517
Si -2.44 -9.74 11.94 0.469
C 0.93 -11.14 14.75 -0.176
H 3.15 -10.04 9.68 0.125
C -0.22 -14.61 12.37 -0.487
C -0.69 -8.92 15.54 -0.135
F 0.46 -13.98 8.82 0.161
Si 0.43 -9.38 14.05 0.493
H -2.44 -10.84 9.74 0.024
F -0.89 -13.89 13.39 0.096
H 5.36 -11.92 11.96 0.133
H 2.47 -8.16 8.31 0.124
C 0.87 -7.56 9.57 0.065
H -2.35 -14.04 11.15 0.100
F 0.87 -15.78 9.90 0.228
H -3.64 -9.67 9.75 0.081
H 1.96 -11.22 15.07 0.067
C 2.00 -8.37 9.22 0.016
H -0.22 -9.30 16.50 0.075
H -2.80 -12.19 12.20 0.019
C -1.62 -13.99 10.36 0.070
H -1.73 -13.27 9.57 0.108
H -1.68 -9.47 15.40 0.067
C 0.34 -9.16 11.31 -0.355
C 1.85 -8.18 13.95 -0.136
H -0.89 -7.39 10.72 0.143
H 0.31 -11.18 15.64 0.085
H 0.54 -6.68 8.97 0.166
H -4.59 -8.81 12.66 0.099
F 2.02 -13.96 10.29 0.112
H -3.52 -7.61 11.70 0.045
Ta 1.20 -11.31 12.27 1.915
H 4.88 -13.21 10.93 0.135
C -0.49 -9.73 12.37 -0.344
O 2.79 -12.20 12.90 -0.204
```

Output
orbital gap	6.714	eV
total charge	+3
highest occupied orbital energy	-18.2	eV
energy relative to the best compared isomer or geometry (same formula, charge and spin)	0.00	kJ/mol
energy	-2182.00412	Eh

(4)
Below is a molecular structure, C19H31F9OOsP2 in a non-equilibrium geometry, with properties calculated with the ωB97M-V functional and the def2-TZVPD basis.

```
63
Properties=species:S:1:pos:R:3:lowdin_charge:R:1
H 1.35 -2.83 -0.47 0.005
F 1.02 0.23 3.13 0.160
H -2.01 -3.29 -3.93 0.077
H 3.24 1.07 -2.00 0.136
H -0.64 3.21 -3.17 0.091
F 1.84 -0.19 1.15 0.128
C 0.54 -3.39 -0.96 -0.241
H 0.88 -4.37 -1.40 0.018
H 0.28 3.48 -0.54 0.157
H -0.45 -4.23 -4.63 0.062
F -1.85 -2.25 1.80 0.145
C 2.37 1.52 -2.51 -0.098
C 1.81 0.46 -3.46 -0.268
H 0.94 0.26 -6.65 0.113
H -1.61 -1.34 -5.83 0.109
F 0.28 -2.33 2.33 0.142
C -0.51 -1.26 -5.93 -0.334
C -1.55 1.39 -2.36 -0.193
Os -0.41 -2.36 -2.54 1.041
H 2.51 -1.88 -5.27 0.065
C -0.12 0.19 -6.33 -0.300
H -0.75 0.52 -7.16 0.109
H 2.78 2.38 -3.06 0.128
H -1.89 0.88 -1.41 0.136
H -1.59 -0.40 -3.34 0.125
F -2.90 0.29 2.02 0.153
C -1.89 2.32 -5.77 -0.179
H 1.06 -1.07 -2.18 0.138
C 1.80 -2.66 -5.01 -0.190
F -1.34 1.42 3.08 0.144
C -0.83 2.77 -2.19 -0.134
H -1.60 2.70 -6.76 0.074
H 1.65 0.90 -4.47 0.046
H -2.74 1.64 -5.88 0.075
P 0.28 -1.94 -4.50 0.707
C -0.81 -1.52 2.26 -0.460
H -2.40 1.67 -3.00 0.116
H -1.65 3.32 -1.71 0.139
H 1.71 1.38 -0.43 0.120
H -0.30 -3.50 -0.24 0.013
H 2.59 -0.32 -3.64 0.126
C 0.35 2.71 -1.30 0.052
F -1.12 -1.17 3.55 0.140
H 1.49 -3.19 -5.91 0.069
C 0.78 0.37 1.79 -0.490
H -0.42 -4.03 -2.92 0.044
F 0.87 1.72 1.56 0.117
C -0.80 0.50 -3.30 -0.347
C 1.46 1.96 -1.34 0.068
H 0.80 3.58 -4.61 0.061
C -1.67 0.86 1.87 -0.459
H -0.22 -1.93 -6.75 0.104
H 1.77 2.55 -5.69 0.070
H -2.18 3.19 -5.18 0.075
F -1.79 1.88 0.99 0.116
H 2.22 -3.35 -4.28 0.083
P -0.46 1.43 -5.09 1.021
O -0.57 -0.49 -0.03 -0.064
C -0.58 -0.23 1.24 -0.330
C -0.92 -3.54 -3.94 -0.323
C 0.74 2.85 -5.43 -0.151
H 0.36 3.42 -6.29 0.075
C 0.56 -0.15 -2.94 -0.330
```

Output
multiplicity	5
orbital gap (alpha / beta)	6.072 / 4.292	eV
<S²>	6.034
total charge	+2
highest occupied orbital energy (alpha / beta)	-13.0 / -13.9	eV
energy relative to the best compared isomer or geometry (same formula, charge and spin)	871.84	kJ/mol
energy	-2488.89202	Eh